The following is a quantum chemistry calculation of one molecule with the formula C5H6O in a non-equilibrium geometry, from the OMol25 dataset.

E_HOMO (spin up / spin down) ... -8.721 / -8.721 eV
Largest force on an atom ... 0.0983 Eh/bohr
Energy relative to the best compared isomer or geometry (same formula, charge and spin) ... 3.384 eV
HOMO-LUMO gap (spin up / spin down) ... 0.33316 / 0.33314 Ha

Last columns: bonded neighbours and bond lengths (Å).
Atoms and positions in Å:
1 O 0.7063 -2.1411 0.8443  C5 1.217
2 C 1.1186 0.0931 0.8257  C5 1.411, C6 1.423, H8 1.081
3 C -1.0131 1.2520 0.0920  C6 1.462, H7 1.087, H9 1.091, H10 1.097
4 C 0.2779 -0.9120 -1.0251  C5 1.484, C6 1.527, H11 1.096, H12 1.081
5 C 1.0689 -1.1720 0.2031  O1 1.217, C2 1.411, C4 1.484, C6 1.745
6 C -0.0515 0.1534 0.0182  C2 1.423, C3 1.462, C4 1.527, C5 1.745
7 H -2.0302 0.9498 -0.1422  C3 1.087
8 H 1.1929 0.3135 1.8818  C2 1.081
9 H -0.9710 1.7070 1.0832  C3 1.091
10 H -0.6881 1.9957 -0.6462  C3 1.097
11 H -0.4810 -1.6633 -1.2705  C4 1.096
12 H 0.8703 -0.5760 -1.8642  C4 1.081